(1)
# C6H7I

C6H7I in the gas phase (ωB97M-V with the def2-TZVPD basis set, OMol25).

Summary:
Total charge: 0

Cartesian coordinates (Å):
C (0.0405, 0.7436, 0.4142)
C (-1.2533, 1.0761, 0.2128)
C (0.4461, -0.4155, -0.2375)
C (-1.4772, -1.1585, -0.7382)
C (-2.0743, 0.2465, -0.5832)
C (1.6115, -1.2094, -0.2326)
I (-1.2640, -2.2998, -2.4455)
H (0.7459, 1.3018, 1.0193)
H (-1.8163, 1.8749, 0.6575)
H (-3.1133, 0.0529, -0.2414)
H (-2.1133, 0.7304, -1.6811)
H (2.0328, -1.3741, 0.8257)
H (2.4573, -0.7373, -0.4812)
H (1.4165, -2.1875, -0.7905)



(2)
# C6H7I

2 unconnected molecules or ions with the total composition C6H7I (ωB97M-V with the def2-TZVPD basis set, OMol25).

Summary:
Total charge: 0

Cartesian coordinates (Å):
C (0.1560, 0.1302, -1.3134)
C (0.4107, -1.7474, 0.3479)
C (-0.4595, -0.8813, -0.4407)
C (-0.2807, 0.4662, 0.1876)
C (0.6333, -0.3450, 1.0039)
C (-1.3142, 1.3918, 0.6583)
I (3.5439, 0.2027, -0.0405)
H (1.1671, 0.1877, -1.6098)
H (-0.2538, 0.6580, -2.1584)
H (-0.1818, -2.4552, 0.9767)
H (1.2546, -2.3699, -0.0853)
H (-1.3003, 2.2843, 0.0865)
H (-1.1419, 1.5383, 1.7057)
H (-2.2334, 0.9395, 0.6814)



Which of them is the least stable? Correct choice: (2).



(1)
# B4CaF16

A molecular structure, B4CaF16 (ωB97M-V with the def2-TZVPD basis set, OMol25).

Summary:
Total charge: -2

Cartesian coordinates (Å):
Ca (0.3829, 12.9594, 19.5430)
B (-2.1172, 11.9429, 18.5500)
F (-3.4664, 12.1965, 18.5859)
F (-1.6686, 11.6942, 19.7805)
F (-1.8613, 10.8814, 17.7112)
F (-1.3624, 12.9749, 18.0333)
B (0.1515, 15.4514, 20.0718)
F (0.0452, 16.7743, 20.3990)
F (0.5418, 15.2347, 18.7515)
F (1.0345, 14.7874, 20.8399)
F (-1.0659, 14.7585, 20.2420)
B (2.0836, 12.2575, 17.5740)
F (1.2960, 11.2662, 18.0488)
F (3.2102, 11.8925, 16.9073)
F (1.2651, 13.0875, 16.8829)
F (2.5679, 12.9405, 18.7001)
B (1.0928, 11.8334, 21.8706)
F (0.9246, 10.9952, 20.8086)
F (2.1573, 12.6403, 21.5543)
F (-0.0263, 12.6214, 21.8240)
F (1.4045, 11.1385, 22.9985)



(2)
# B4CaF16

A molecular structure, B4CaF16 (ωB97M-V with the def2-TZVPD basis set, OMol25).

Summary:
Total charge: -2

Cartesian coordinates (Å):
Ca (-19.7993, -12.2812, -9.4116)
B (-21.3026, -13.4223, -11.3664)
F (-22.2458, -13.7996, -12.3059)
F (-19.9625, -13.4929, -11.7610)
F (-21.4965, -12.0609, -10.9737)
F (-21.4079, -14.1819, -10.1832)
B (-20.8714, -10.2536, -8.3028)
F (-20.2164, -9.9601, -9.4964)
F (-19.9221, -10.6987, -7.3580)
F (-21.5645, -9.1305, -7.8376)
F (-21.7731, -11.3477, -8.4308)
B (-19.1214, -14.3390, -7.9536)
F (-20.4846, -13.9947, -7.7844)
F (-18.8972, -14.5675, -9.3271)
F (-18.3969, -13.1553, -7.7075)
F (-18.7670, -15.4041, -7.1474)
B (-17.2346, -11.3005, -10.5552)
F (-17.7059, -11.1557, -9.2250)
F (-16.4346, -10.2276, -10.9386)
F (-16.5193, -12.5023, -10.6393)
F (-18.4012, -11.3936, -11.3564)



Which of them is the least stable? Correct choice: (1).



(1)
# C5H6NP

C5H6NP in the gas phase (ωB97M-V with the def2-TZVPD basis set, OMol25).

Summary:
Total charge: 0
SMILES string: [H]/P=N/C1C=CC=C1

Cartesian coordinates (Å):
H (3.6627, 0.2409, 1.6340)
P (2.7275, 0.6134, 0.7265)
N (1.4989, -0.1577, 1.3061)
C (-0.1042, 0.0326, 0.7800)
C (-0.1195, 0.9745, -0.4236)
C (-0.9081, 0.4507, -1.4171)
C (-1.4049, -0.8131, -0.9835)
C (-0.8926, -1.1127, 0.2253)
H (-0.5900, 0.4820, 1.6087)
H (0.6360, 1.8498, -0.5253)
H (-1.1946, 0.7199, -2.4421)
H (-2.1113, -1.3748, -1.4507)
H (-1.1998, -1.9057, 0.9617)



(2)
# C5H6NP

A molecular structure, C5H6NP (ωB97M-V with the def2-TZVPD basis set, OMol25).

Summary:
Total charge: 0

Cartesian coordinates (Å):
C (-1.1007, -0.5912, -0.9443)
C (-0.9377, -0.4943, 0.3691)
C (1.1397, 1.0542, 0.2940)
C (1.5724, 1.0928, -0.9795)
C (0.3097, 0.0217, 1.0178)
N (0.8639, -1.0044, -2.9853)
P (0.6025, -0.1589, -1.7224)
H (-2.0633, -0.8796, -1.2811)
H (-1.6554, -0.8407, 1.0014)
H (1.4181, 1.9549, 0.9672)
H (-0.0074, 0.4115, 2.0196)
H (1.0340, -0.7580, 1.2523)
H (1.8098, -0.7308, -3.2217)



Which of them is the least stable? Correct choice: (2).



(1)
# C2H8O

2 unconnected molecules or ions with the total composition C2H8O (ωB97M-V with the def2-TZVPD basis set, OMol25).

Summary:
Total charge: 0
SMILES string: CC.O

Cartesian coordinates (Å):
C (-2.0020, 0.2802, -1.0972)
C (-2.3453, -0.9162, -0.0739)
H (-1.0575, 0.8428, -0.9224)
H (-2.8108, 0.9594, -1.0965)
H (-2.2160, -0.0335, -2.1265)
H (-1.6280, -0.9407, 0.8364)
H (-3.4394, -0.9360, 0.0946)
H (-2.0500, -1.8445, -0.6663)
O (5.7553, 1.1633, 1.5536)
H (5.8109, 1.0025, 2.4888)
H (5.9828, 0.4226, 1.0094)



(2)
# C2H8O

2 unconnected molecules or ions with the total composition C2H8O (ωB97M-V with the def2-TZVPD basis set, OMol25).

Summary:
Total charge: 0
SMILES string: CC.O

Cartesian coordinates (Å):
C (0.7555, -0.6111, -0.5969)
C (0.1623, 0.1114, -1.8059)
H (1.5498, -0.0332, -0.1513)
H (1.1660, -1.5572, -0.9510)
H (0.0264, -0.9220, 0.1482)
H (-0.3473, -0.5989, -2.4466)
H (-0.6046, 0.8555, -1.6037)
H (0.9693, 0.5788, -2.3471)
O (-0.8303, 0.5379, 2.0751)
H (-0.4417, -0.3461, 2.0274)
H (-1.0660, 0.6957, 2.9918)



Which of them is the least stable? Correct choice: (1).